DFT (the ωB97M-V functional and the def2-TZVPD basis) results for one molecule with the formula C15H15N3S.

The geometry in XYZ format:
```
34
C15H15N3S | OMol25 | the ωB97M-V functional and the def2-TZVPD basis
S 1.59 -0.38 -1.15
N -2.62 0.96 -0.33
N 4.10 -2.03 -0.84
N -1.84 -1.00 0.41
C 3.14 0.14 -0.42
C 4.44 1.84 0.66
C 0.60 -0.58 0.39
C -5.24 0.19 -0.19
C -2.93 -0.32 0.11
C -0.81 -0.16 0.17
C -3.57 1.85 -0.70
C -4.60 -2.10 0.66
C 5.53 0.98 0.70
C -4.28 -0.72 0.18
C 3.26 1.42 0.09
C 4.23 -0.75 -0.40
C 5.42 -0.30 0.17
C -4.88 1.48 -0.64
C -1.26 1.06 -0.29
H 4.94 -2.53 -1.08
H 2.41 2.08 0.04
H 4.53 2.84 1.06
H -0.74 1.94 -0.59
H 3.29 -2.22 -1.42
H 6.46 1.30 1.13
H 6.27 -0.97 0.20
H -6.28 -0.08 -0.15
H 0.63 -1.62 0.69
H -5.67 -2.29 0.64
H 1.08 0.04 1.15
H -3.24 2.82 -1.03
H -4.23 -2.23 1.68
H -5.65 2.17 -0.93
H -4.08 -2.83 0.04
```

total charge: 0
SMILES: Cc1cccn2cc(CSc3ccccc3N)nc12
total energy: -31104.5342 eV
frontier orbital gap: 0.3211 hartree



DFT (the ωB97M-V functional and the def2-TZVPD basis) results for C15H15N6O9Pb as an isolated structure.

The geometry in XYZ format:
```
46
C15H15N6O9Pb | OMol25 | the ωB97M-V functional and the def2-TZVPD basis
Pb -0.08 -0.27 -0.50
O 2.15 1.57 3.69
O -0.01 2.02 -0.78
O -0.99 8.53 1.58
O -0.69 0.43 2.72
O 2.48 5.84 -2.75
O -1.89 6.83 2.56
O 2.05 7.84 -2.07
O 5.60 2.71 1.52
O -0.44 2.35 1.41
N 4.49 1.94 3.34
N -1.20 7.35 1.71
N 1.92 6.64 -2.03
N -2.79 -0.06 -0.21
N -3.26 -1.39 0.04
N 2.41 -0.20 0.06
C 0.03 4.23 0.09
C 4.61 -1.00 -0.35
C 5.13 -0.06 0.51
C 3.47 1.14 3.96
C 2.91 0.70 0.92
C 4.26 0.81 1.17
C 3.25 -1.04 -0.56
C -0.64 5.08 0.96
C -0.46 6.43 0.80
C 0.86 4.73 -0.90
C 1.02 6.09 -0.99
C 4.83 1.91 2.02
C -0.42 0.72 1.63
C 0.36 6.98 -0.16
C -0.15 2.76 0.22
H -2.79 -1.75 0.86
H 2.21 1.35 1.42
H -3.17 0.23 -1.10
H -1.29 4.71 1.74
H 4.87 2.74 3.84
H 0.49 8.05 -0.25
H 2.80 -1.76 -1.24
H 3.67 1.12 5.03
H 6.20 0.03 0.67
H -4.25 -1.40 0.23
H 1.91 2.29 4.30
H 3.53 0.13 3.58
H 5.26 -1.69 -0.88
H -3.12 0.60 0.49
H 1.38 4.08 -1.59
```

total charge: +1
relative energy (zero: lowest compared OMol25 entry of this formula, charge and spin): 31.3 kcal/mol
total energy: -48402.5736 eV
frontier orbital gap: 0.3359 hartree



DFT (the ωB97M-V functional and the def2-TZVPD basis) results for C15H16AsBrNO6OsSe as an isolated structure.

The geometry in XYZ format:
```
42
C15H16AsBrNO6OsSe | OMol25 | the ωB97M-V functional and the def2-TZVPD basis
Os -0.26 0.01 -0.67
Br -1.72 3.49 0.08
Se -1.65 0.71 -3.01
As 1.57 1.06 0.74
O -2.93 1.50 -2.50
O -1.32 0.48 -4.53
O -0.25 1.32 -2.11
O -1.50 -0.74 -2.02
O -2.06 -2.48 1.89
O -0.57 -1.38 0.64
N -2.00 0.83 0.72
C -2.67 1.97 0.66
C 2.69 -0.51 1.01
C -3.99 2.08 1.06
C -4.62 0.95 1.55
C 2.56 2.45 -0.16
C 2.41 -2.81 0.05
C 1.10 1.77 2.47
C 2.46 -1.44 -0.17
C 2.09 -3.68 -0.99
C 2.21 -0.95 -1.45
C -3.91 -0.25 1.65
C -2.60 -0.25 1.21
C -1.75 -1.50 1.30
C 1.87 -1.82 -2.50
C 1.81 -3.18 -2.26
H 3.72 -0.24 1.19
H 2.29 -0.98 1.91
H 3.61 2.40 0.15
H 1.69 -1.42 -3.49
H -4.50 3.03 0.99
H 1.54 -3.86 -3.06
H -4.34 -1.15 2.04
H 2.49 2.33 -1.24
H 0.52 1.04 3.02
H 2.04 -4.74 -0.81
H 2.59 -3.21 1.04
H 2.14 3.41 0.12
H -5.66 1.00 1.85
H 2.37 0.09 -1.70
H 2.02 2.00 3.01
H 0.52 2.68 2.33
```

total charge: +1
spin multiplicity: 5
total energy: -228273.7812 eV
frontier orbital gap (alpha / beta): 0.3109 / 0.2564 hartree



DFT (the ωB97M-V functional and the def2-TZVPD basis) results for C15H16BrIrN5O2S as an isolated structure in a non-equilibrium geometry.

The geometry in XYZ format:
```
41
C15H16BrIrN5O2S | OMol25 | the ωB97M-V functional and the def2-TZVPD basis
Ir -0.52 0.71 0.82
Br 1.55 7.10 0.86
S -2.48 -0.71 0.82
O 1.41 0.77 0.82
O 0.03 -1.20 0.82
N 2.13 -0.23 0.82
N -3.90 1.04 -0.70
N 1.42 -1.37 0.82
N -2.75 -0.42 -1.93
N 0.11 2.66 0.82
C -3.44 0.43 -2.77
C 3.99 -4.12 0.82
C 2.00 -2.67 0.82
C -3.02 -0.06 -0.60
C 0.47 3.29 -0.32
C 0.60 4.68 2.04
C -1.89 -1.49 -2.38
C 0.90 4.61 -0.36
C 0.18 3.36 1.97
C 3.18 -5.25 0.82
C 1.22 -3.84 0.82
C 0.96 5.30 0.85
C 1.80 -5.12 0.82
C -4.13 1.31 -2.02
C 3.40 -2.84 0.82
H -4.78 2.11 -2.34
H -0.12 2.82 2.86
H -3.39 0.36 -3.85
H -1.92 1.73 0.82
H 1.16 -5.99 0.82
H 0.14 -3.75 0.82
H 0.40 2.70 -1.22
H 1.18 5.06 -1.30
H -0.88 -1.33 -2.00
H 0.64 5.20 2.99
H 4.05 -1.97 0.82
H -1.87 -1.54 -3.47
H -2.27 -2.44 -1.98
H 5.07 -4.21 0.82
H -4.28 1.53 0.09
H 3.63 -6.24 0.82
```

total charge: +2
spin multiplicity: 6
total energy: -111050.5559 eV
frontier orbital gap (alpha / beta): 0.2267 / 0.1462 hartree



total charge of number 3 (C15H16AsBrNO6OsSe)? +1



What is the formula in the fourth record? C15H16BrIrN5O2S



The highest total charge belongs to which entry? C15H16BrIrN5O2S